(1)
{
  "formula": "C4H7NO",
  "method": "the ωB97M-V functional and the def2-TZVPD basis",
  "species": ["C", "C", "O", "C", "C", "N", "H", "H", "H", "H", "H", "H", "H"],
  "xyz": [[1.323, -0.391, 0.662], [1.179, 0.766, -0.163], [0.670, 1.824, 0.188], [-0.292, -0.609, -0.291], [-1.613, -0.231, 0.255], [-1.206, 0.294, -1.027], [1.476, 0.517, -1.192], [1.912, -1.244, 0.314], [1.558, -0.179, 1.727], [-0.098, -1.481, -0.900], [-1.591, 0.470, 1.088], [-2.432, -0.944, 0.256], [-0.990, 1.293, -0.973]],
  "atomic_forces_ev_per_a": [[-0.9353, -0.0297, -0.3780], [0.9885, 0.7687, -0.3474], [0.6633, 0.2439, -0.0809], [0.1478, -0.8719, 0.6968], [-0.0879, -0.2361, 0.3818], [0.6179, -0.0428, 0.2543], [0.1069, 0.7222, -0.4694], [-0.2485, 0.4058, -0.3073], [-1.5023, -0.3247, -0.3953], [-0.0838, -0.2286, 0.4139], [0.0222, -0.1929, -0.0206], [0.0529, 0.0680, 0.0343], [0.2584, -0.2819, 0.2177]],
  "nbo_charge": [-0.42, 0.34, -0.65, -0.06, -0.26, -0.56, 0.12, 0.22, 0.24, 0.22, 0.21, 0.20, 0.39],
  "charge": 0,
  "spin_multiplicity": 1,
  "e_tot_ev": -7795.216,
  "homo_ha": -0.35090,
  "orbital_gap_ev": 10.59
}

(2)
{
  "formula": "C34H71FNO9S8",
  "method": "the ωB97M-V functional and the def2-TZVPD basis",
  "species": ["C", "C", "C", "C", "C", "C", "C", "F", "C", "C", "N", "C", "C", "C", "C", "C", "C", "C", "C", "C", "O", "H", "H", "H", "H", "H", "H", "H", "H", "H", "H", "H", "H", "H", "H", "H", "H", "H", "H", "H", "H", "H", "H", "H", "C", "S", "O", "C", "H", "H", "H", "H", "H", "H", "C", "S", "O", "C", "H", "H", "H", "H", "H", "H", "C", "S", "O", "C", "H", "H", "H", "H", "H", "H", "C", "S", "O", "C", "H", "H", "H", "H", "H", "H", "C", "S", "O", "C", "H", "H", "H", "H", "H", "H", "C", "S", "O", "C", "H", "H", "H", "H", "H", "H", "C", "S", "O", "C", "H", "H", "H", "H", "H", "H", "C", "S", "O", "C", "H", "H", "H", "H", "H", "H"],
  "xyz": [[3.979, -3.191, -0.880], [2.786, -2.715, -1.806], [3.139, -1.419, -2.644], [2.656, -0.093, -1.981], [3.579, 0.851, -1.307], [5.099, 0.499, -1.279], [6.020, 1.698, -0.775], [7.167, 1.080, -0.199], [2.965, 2.067, -0.728], [1.548, 2.281, -0.862], [0.675, 1.398, -1.509], [-0.753, 1.814, -1.575], [-1.763, 0.703, -1.170], [-2.032, 0.317, 0.236], [-3.022, -0.710, 0.549], [-3.792, -1.383, -0.516], [-3.507, -0.999, -1.902], [-2.508, 0.036, -2.257], [-2.359, 0.358, -3.772], [1.213, 0.263, -2.048], [0.418, -0.628, -2.712], [4.797, -2.418, -0.876], [4.441, -4.146, -1.238], [3.580, -3.308, 0.171], [2.590, -3.558, -2.532], [1.825, -2.533, -1.263], [4.223, -1.345, -2.907], [2.587, -1.508, -3.626], [5.346, -0.457, -0.757], [5.399, 0.348, -2.361], [6.397, 2.326, -1.627], [5.535, 2.315, 0.021], [3.594, 2.835, -0.214], [1.133, 3.220, -0.416], [-0.988, 2.237, -2.586], [-0.885, 2.658, -0.836], [-1.454, 0.859, 1.020], [-3.223, -0.956, 1.639], [-4.563, -2.138, -0.234], [-4.106, -1.529, -2.691], [-3.105, -0.269, -4.344], [-2.577, 1.434, -4.035], [-1.357, 0.121, -4.210], [0.787, -0.726, -3.616], [-1.239, -1.365, 4.829], [-2.392, -2.283, 3.796], [-3.632, -1.455, 3.664], [-2.731, -3.574, 5.002], [-0.918, -0.477, 4.283], [-1.729, -1.063, 5.756], [-0.369, -1.989, 5.048], [-3.127, -3.131, 5.916], [-1.813, -4.122, 5.215], [-3.469, -4.257, 4.582], [-4.347, -1.057, 8.651], [-3.662, -2.719, 8.772], [-4.598, -3.640, 8.065], [-3.944, -2.912, 10.541], [-4.308, -0.744, 7.607], [-5.384, -1.055, 8.990], [-3.753, -0.372, 9.256], [-5.005, -2.795, 10.762], [-3.361, -2.167, 11.085], [-3.619, -3.910, 10.834], [1.575, -5.881, 4.208], [2.373, -4.298, 4.534], [1.330, -3.374, 5.064], [2.643, -3.866, 2.804], [1.281, -6.319, 5.161], [0.690, -5.730, 3.588], [2.279, -6.546, 3.706], [1.687, -3.843, 2.277], [3.310, -4.595, 2.342], [3.103, -2.878, 2.762], [4.341, 2.644, -4.366], [2.543, 2.745, -4.367], [2.012, 1.367, -4.640], [2.416, 3.686, -5.893], [4.652, 2.055, -3.505], [4.686, 2.160, -5.281], [4.761, 3.648, -4.290], [2.885, 3.135, -6.707], [2.902, 4.653, -5.766], [1.360, 3.838, -6.118], [-7.984, 1.929, 3.822], [-7.759, 0.684, 5.106], [-7.144, 1.364, 6.285], [-6.449, -0.221, 4.263], [-8.742, 2.636, 4.157], [-7.045, 2.458, 3.649], [-8.319, 1.447, 2.903], [-5.608, 0.444, 4.062], [-6.833, -0.633, 3.329], [-6.121, -1.034, 4.908], [-7.991, 2.323, 9.365], [-6.745, 1.770, 10.541], [-7.458, 1.308, 11.765], [-6.079, 3.409, 10.891], [-8.562, 1.456, 9.037], [-8.659, 3.041, 9.843], [-7.501, 2.779, 8.503], [-6.869, 4.057, 11.272], [-5.652, 3.830, 9.980], [-5.297, 3.309, 11.644], [5.028, 5.120, -10.470], [3.810, 4.699, -9.212], [4.517, 4.672, -7.896], [3.583, 2.990, -9.739], [5.346, 6.150, -10.309], [5.890, 4.456, -10.390], [4.575, 5.032, -11.459], [4.536, 2.460, -9.706], [3.178, 2.973, -10.751], [2.879, 2.509, -9.060], [5.464, -2.229, -10.218], [6.232, -0.628, -9.908], [5.190, 0.259, -9.312], [6.406, -0.166, -11.641], [5.229, -2.688, -9.258], [4.546, -2.096, -10.792], [6.161, -2.867, -10.763], [5.428, -0.164, -12.125], [7.072, -0.871, -12.141], [6.837, 0.834, -11.689]],
  "atomic_forces_ev_per_a": [[-0.4561, 0.5300, 0.3895], [0.5663, -0.3923, -0.6293], [-1.0960, 0.3600, -0.3822], [0.1182, 2.2046, 1.3653], [-2.3634, -0.8828, -0.4446], [0.0388, 1.6103, -0.9554], [0.2323, -1.2579, 0.1986], [-0.9299, 0.6963, -0.4382], [-1.1652, -1.4257, -1.1792], [2.1078, -0.2715, 0.3155], [2.2474, 0.3324, 0.6317], [-1.7176, 0.0206, 0.6859], [-1.6136, -1.7851, -0.3783], [-0.7350, -0.5731, -2.3013], [0.1234, 0.4190, -1.1210], [2.3000, 2.2463, -0.3442], [0.5412, 0.5007, 1.6876], [-0.8250, -0.8220, 1.6857], [-0.3874, -0.0739, -0.1831], [2.0180, -1.1898, -0.5722], [0.3876, 1.5482, 0.4574], [-0.8091, -0.8199, 0.1590], [-0.5629, 0.8237, 0.3941], [0.7637, -0.0370, -1.0984], [0.0427, 1.0230, 0.6703], [0.9210, -0.2180, -0.2730], [-0.9391, -0.1424, 0.3643], [0.7463, 0.2037, 0.8694], [-0.3841, 1.0161, -0.1086], [-0.3532, -0.1021, 1.1374], [-0.5486, -0.4912, 0.8638], [0.5525, -0.5067, -0.6683], [-0.9317, -0.7993, -0.5398], [0.1052, -1.2461, -0.6499], [0.3998, -0.6316, 0.8103], [0.4510, -0.8854, -0.8123], [-0.6785, -0.6534, -0.4903], [0.1776, 0.3485, -1.5307], [0.8147, 0.7608, -0.4588], [0.8400, 0.7999, 0.6696], [0.7665, 0.7254, 0.6527], [0.1635, -1.0323, 0.4444], [-0.7606, 0.2064, 0.6069], [-0.0680, 0.0581, 0.4170], [0.0487, 0.0404, 0.0663], [0.3422, -0.1587, 0.3575], [0.0045, 0.0202, 0.0361], [-0.0750, -0.0397, 0.0059], [-0.0836, -0.0440, -0.0570], [-0.1053, -0.0365, -0.0673], [-0.0802, -0.0230, -0.0915], [-0.0508, -0.0114, -0.0400], [0.0524, 0.1008, -0.0559], [-0.0016, 0.0996, -0.0354], [-0.0784, 0.0485, -0.0174], [-0.0749, 0.0785, 0.1007], [0.1027, 0.1389, 0.0326], [-0.0586, -0.0376, 0.0815], [0.0134, -0.0802, 0.0204], [0.0354, -0.0557, -0.0045], [0.0073, -0.0517, -0.0018], [0.0148, 0.0149, -0.0941], [0.0092, -0.0070, -0.0611], [0.0171, 0.0325, -0.1087], [-0.1069, -0.0366, -0.0485], [0.0475, -0.0542, 0.0602], [0.0208, -0.1490, -0.2141], [-0.0975, 0.0399, -0.1468], [0.0697, 0.0987, 0.0042], [0.0310, 0.0765, 0.0159], [0.0238, 0.0509, 0.0420], [-0.0243, -0.0151, 0.0701], [0.0028, -0.0098, 0.0918], [-0.0041, -0.0443, 0.1317], [0.0814, -0.1182, -0.0415], [0.0718, 0.1944, -0.2184], [-0.0101, -0.0780, 0.0894], [-0.2511, -0.0851, 0.0054], [-0.1055, 0.0395, -0.0191], [-0.0909, 0.0497, -0.0237], [-0.0786, -0.0029, -0.0388], [0.1025, 0.0054, 0.1475], [0.0689, -0.0850, -0.0198], [0.0008, -0.0551, 0.1449], [0.0315, 0.1351, -0.0368], [0.0422, -0.0798, -0.0405], [0.0249, 0.0026, -0.1819], [0.0274, 0.0679, 0.0485], [0.0209, -0.0872, 0.0538], [0.0142, -0.0617, 0.0666], [-0.0069, -0.0370, 0.0598], [-0.0279, -0.0135, 0.0557], [-0.0382, 0.0046, 0.0482], [-0.0417, 0.0618, -0.0062], [-0.0716, 0.1376, -0.0188], [-0.1493, 0.0251, -0.0158], [0.1105, 0.1141, -0.1418], [0.0191, 0.1168, 0.0368], [0.1336, -0.0100, 0.0171], [0.0691, -0.0514, 0.1226], [0.0184, -0.1487, -0.0169], [-0.0305, -0.0853, -0.0043], [-0.0178, -0.0610, -0.0046], [-0.0559, -0.0858, -0.0282], [0.1264, 0.0257, -0.0198], [-0.0146, -0.0085, -0.1787], [0.0223, -0.0815, -0.1321], [0.1380, 0.0304, 0.0018], [-0.0808, -0.0439, 0.0561], [-0.0664, -0.0247, 0.0799], [-0.0503, 0.0073, 0.0593], [-0.0497, -0.0009, 0.0877], [-0.0382, 0.0750, 0.0413], [0.0253, 0.0517, -0.0194], [-0.1146, -0.0489, -0.0355], [0.0455, -0.0453, -0.0246], [0.0426, -0.1258, -0.1579], [-0.0759, 0.0402, -0.0795], [0.0619, 0.0969, -0.0040], [0.0352, 0.0751, 0.0213], [0.0251, 0.0542, 0.0357], [-0.0085, -0.0235, 0.0807], [0.0052, 0.0127, 0.0608], [0.0076, -0.0554, 0.0974]],
  "lowdin_charge": [-0.08, -0.21, -0.13, -0.04, -0.09, -0.10, -0.15, -0.08, 0.02, 0.00, 0.03, -0.06, -0.15, -0.02, -0.06, -0.04, -0.03, -0.19, -0.07, -0.20, 0.08, 0.05, 0.08, 0.05, 0.12, 0.11, 0.12, 0.12, 0.11, 0.12, 0.13, 0.11, 0.11, 0.15, 0.14, 0.14, 0.10, 0.05, 0.11, 0.11, 0.09, 0.09, 0.07, 0.13, -0.25, 0.81, -0.57, -0.24, 0.05, 0.06, 0.02, 0.02, 0.05, 0.06, -0.27, 0.78, -0.56, -0.26, 0.04, 0.05, 0.05, 0.06, 0.05, 0.05, -0.26, 0.84, -0.56, -0.29, 0.05, 0.06, 0.06, 0.06, 0.05, 0.05, -0.23, 0.82, -0.54, -0.26, 0.01, 0.07, 0.07, 0.03, 0.06, 0.06, -0.27, 0.82, -0.57, -0.28, 0.05, 0.06, 0.05, 0.05, 0.06, 0.04, -0.27, 0.79, -0.56, -0.27, 0.05, 0.06, 0.04, 0.06, 0.05, 0.05, -0.27, 0.81, -0.57, -0.27, 0.05, 0.06, 0.05, 0.03, 0.06, 0.04, -0.27, 0.82, -0.57, -0.27, 0.05, 0.06, 0.06, 0.06, 0.06, 0.05],
  "charge": 1,
  "spin_multiplicity": 1,
  "e_tot_ev": -145712.608,
  "homo_ha": -0.35131,
  "orbital_gap_ev": 6.22
}

(3)
{
  "formula": "C3H9NO",
  "method": "the ωB97M-V functional and the def2-TZVPD basis",
  "species": ["C", "C", "C", "N", "H", "H", "H", "H", "H", "H", "H", "H", "H", "O"],
  "xyz": [[1.161, -2.308, -0.386], [0.589, -1.013, -0.982], [-0.332, -0.220, -0.344], [-1.196, 0.731, -0.789], [1.288, -2.156, 0.696], [0.569, -3.182, -0.583], [2.136, -2.505, -1.048], [1.073, -0.793, -1.938], [-0.568, -0.488, 0.764], [-1.202, 1.623, -0.312], [-1.283, 0.706, -1.854], [-0.595, 2.679, 1.697], [-0.601, 3.541, 2.970], [-1.042, 3.384, 2.108]],
  "atomic_forces_ev_per_a": [[1.7959, 1.2452, -1.6349], [-0.8272, 0.4824, 0.7328], [1.4160, -2.9253, 2.1247], [-0.3958, 0.3072, -3.1401], [0.4690, -0.4821, -0.3753], [-0.6071, -0.2940, 0.0527], [-1.6136, 0.3192, 2.1725], [-0.9388, 0.3514, -0.0481], [0.6157, 0.2403, -1.7188], [-0.1690, -0.0568, -0.4364], [0.2030, 0.8308, 2.2392], [0.9997, -1.3067, -0.5302], [-0.3613, -0.2762, -0.9232], [-0.5864, 1.5647, 1.4851]],
  "nbo_charge": [-0.63, -0.29, 0.00, -0.83, 0.21, 0.21, 0.20, 0.19, 0.16, 0.38, 0.39, 0.46, 0.48, -0.94],
  "charge": 0,
  "spin_multiplicity": 1,
  "e_tot_ev": -6793.004,
  "homo_ha": -0.29712,
  "orbital_gap_ev": 8.85
}

Repeat the first record exactly.
{
  "formula": "C4H7NO",
  "method": "the ωB97M-V functional and the def2-TZVPD basis",
  "species": ["C", "C", "O", "C", "C", "N", "H", "H", "H", "H", "H", "H", "H"],
  "xyz": [[1.323, -0.391, 0.662], [1.179, 0.766, -0.163], [0.670, 1.824, 0.188], [-0.292, -0.609, -0.291], [-1.613, -0.231, 0.255], [-1.206, 0.294, -1.027], [1.476, 0.517, -1.192], [1.912, -1.244, 0.314], [1.558, -0.179, 1.727], [-0.098, -1.481, -0.900], [-1.591, 0.470, 1.088], [-2.432, -0.944, 0.256], [-0.990, 1.293, -0.973]],
  "atomic_forces_ev_per_a": [[-0.9353, -0.0297, -0.3780], [0.9885, 0.7687, -0.3474], [0.6633, 0.2439, -0.0809], [0.1478, -0.8719, 0.6968], [-0.0879, -0.2361, 0.3818], [0.6179, -0.0428, 0.2543], [0.1069, 0.7222, -0.4694], [-0.2485, 0.4058, -0.3073], [-1.5023, -0.3247, -0.3953], [-0.0838, -0.2286, 0.4139], [0.0222, -0.1929, -0.0206], [0.0529, 0.0680, 0.0343], [0.2584, -0.2819, 0.2177]],
  "nbo_charge": [-0.42, 0.34, -0.65, -0.06, -0.26, -0.56, 0.12, 0.22, 0.24, 0.22, 0.21, 0.20, 0.39],
  "charge": 0,
  "spin_multiplicity": 1,
  "e_tot_ev": -7795.216,
  "homo_ha": -0.35090,
  "orbital_gap_ev": 10.59
}